Below is the molecule C2H6N4OS, with properties calculated with ωB97M-V/def2-TZVPD.

* largest force on an atom: 0.117 Eh/bohr
* 2S+1: 1
* M: 134.2 Da
* structure (SMILES): [H]/N=C\NSC(=O)NN
* gap between HOMO and LUMO: 10.007 eV
* LUMO level: 0.15 eV
* E_HOMO: -9.85 eV

Last column: Mulliken charge in e.
Geometry (Å):
1 S 0.088 -1.503 -0.085  -0.0221
2 O 0.233 0.929 -1.290  -0.6030
3 N 2.304 -0.221 1.319  -0.7038
4 N -1.343 -1.008 -0.977  -0.4164
5 N 1.526 0.774 0.535  0.0253
6 N -2.243 0.692 0.515  -0.5191
7 C 0.611 0.329 -0.272  0.3514
8 C -2.096 0.107 -0.574  0.0062
9 H 2.098 1.733 0.626  0.3078
10 H -1.148 -0.820 -1.910  0.3533
11 H -2.668 0.595 -1.435  0.2827
12 H 2.680 -0.889 0.388  0.3282
13 H -1.564 0.233 1.200  0.3021
14 H 1.522 -0.951 1.958  0.3075


Below is a structure of composition C40H54BrCrN5O4S2Sb2, with properties calculated with ωB97M-V/def2-TZVPD.

* largest force on an atom: 0.017 Eh/bohr
* 2S+1: 2
* M: 1108.5 Da
* gap between HOMO and LUMO (alpha / beta): 6.683 / 7.111 eV
* LUMO level (alpha / beta): -3.37 / -2.94 eV
* E_HOMO (alpha / beta): -10.05 / -10.05 eV
* net charge: +1

Last column: Mulliken charge in e.
Geometry (Å):
1 Sb 2.470 0.868 -2.495  0.1845
2 Sb 2.192 0.580 1.064  0.6013
3 Br -0.020 3.916 -4.895  -0.0348
4 Cr -0.671 0.241 0.695  -1.1574
5 S -0.676 -3.906 -5.607  1.2649
6 S -0.270 -1.217 2.587  -0.0903
7 O -0.858 -2.508 -5.874  -0.6627
8 O -1.052 -2.979 -0.075  -0.5879
9 O -0.070 -1.020 -0.622  1.8112
10 O 0.109 -4.752 -6.452  -0.7245
11 N -0.681 1.580 -0.943  1.7126
12 N -1.394 -3.303 3.903  0.2192
13 N 0.007 -4.029 -4.127  -0.1419
14 N -1.285 1.834 2.163  0.5487
15 N -2.738 -2.483 2.450  0.4398
16 C -1.356 1.265 -2.055  -0.4144
17 C -2.289 -4.596 -5.467  0.0513
18 C -0.296 2.139 3.218  -0.9790
19 C 1.306 0.272 -4.187  -1.2066
20 C -5.495 -0.061 0.890  -0.9564
21 C 4.677 -0.819 -0.133  0.0501
22 C 2.872 0.481 3.088  -1.4422
23 C -4.848 -0.711 -0.155  -1.4182
24 C 0.178 2.605 -1.015  -0.6020
25 C -1.196 1.934 -3.251  -1.1034
26 C -2.682 0.000 0.696  -0.3184
27 C -2.428 -5.947 -5.153  -0.5804
28 C -3.403 -3.794 -5.653  -0.2384
29 C -0.322 -2.304 -0.769  -0.5958
30 C -3.461 -0.668 -0.257  0.1543
31 C 3.782 -0.857 -2.480  -1.7656
32 C -4.745 0.616 1.839  -0.9758
33 C -4.832 -5.698 -5.209  0.9007
34 C -0.204 -3.514 4.724  -0.7723
35 C 3.860 2.071 -3.592  -1.3702
36 C 3.452 2.222 0.555  -1.1511
37 C -2.565 -4.045 3.966  -0.4969
38 C -1.510 -2.358 2.953  -0.3213
39 C 5.740 -0.658 0.757  -0.4136
40 C -1.669 3.114 1.526  -1.2786
41 C -4.669 -4.355 -5.525  -0.6906
42 C -0.660 -3.402 -2.982  -1.0812
43 C 0.384 3.355 -2.153  -1.2098
44 C 7.013 -0.328 0.317  -0.7774
45 C -3.404 -3.534 3.044  -0.5699
46 C -3.693 -6.485 -5.026  -0.7472
47 C -6.203 -6.305 -5.073  -1.4105
48 C 6.187 -0.344 -1.935  -0.6032
49 C 7.237 -0.162 -1.045  -0.7207
50 C -2.504 1.268 2.798  -1.7410
51 C 4.903 -0.674 -1.499  0.9766
52 C 0.376 -2.903 -1.977  0.1231
53 C 3.310 -1.129 0.386  -0.4981
54 C -3.357 0.630 1.746  2.8350
55 C -0.309 2.997 -3.295  0.2257
56 H 2.591 -0.477 3.520  0.3933
57 H 1.768 -0.592 -4.664  0.6753
58 H -2.050 0.439 -1.980  0.1787
59 H 0.366 -4.963 -3.977  0.3350
60 H 1.009 -3.731 -1.647  0.5890
61 H 0.017 1.223 3.713  0.1503
62 H 0.073 -2.589 5.222  0.3159
63 H 6.363 -0.240 -3.000  0.4415
64 H 3.157 2.680 -0.387  0.3073
65 H -4.405 -3.813 2.770  0.5141
66 H -5.240 1.126 2.659  0.4945
67 H 0.289 0.014 -3.905  0.0334
68 H -3.031 2.052 3.352  0.4502
69 H 5.564 -0.810 1.818  0.4201
70 H -0.737 2.819 3.955  0.4174
71 H -5.544 -3.737 -5.686  0.3215
72 H -0.434 -4.273 5.465  0.3177
73 H 4.154 -0.953 -3.500  0.7779
74 H -1.552 -6.576 -5.041  0.4300
75 H 3.957 0.581 3.078  0.5533
76 H 3.367 -1.739 1.287  0.8200
77 H -0.793 3.618 1.129  0.4089
78 H -1.220 -2.546 -3.365  0.5161
79 H 2.675 -1.640 -0.334  -0.3494
80 H 7.823 -0.217 1.027  0.4329
81 H -3.805 -7.538 -4.794  0.3959
82 H 0.999 -2.153 -2.454  -0.7240
83 H -5.425 -1.247 -0.899  0.5090
84 H -6.982 -5.582 -5.310  0.3454
85 H -3.018 -1.976 1.618  -0.0591
86 H -3.273 -2.752 -5.910  0.5455
87 H -6.575 -0.071 0.957  0.4203
88 H 0.742 2.825 -0.121  0.7418
89 H -2.167 0.517 3.514  0.4447
90 H 3.490 3.091 -3.697  0.4081
91 H 1.092 4.172 -2.149  0.4676
92 H -2.128 3.765 2.275  0.4627
93 H 1.277 1.098 -4.899  0.4474
94 H -2.986 -1.206 -1.068  0.3327
95 H -6.321 -7.159 -5.741  0.3524
96 H 4.811 2.093 -3.061  0.3969
97 H -1.369 -4.073 -2.494  0.3546
98 H -1.750 1.624 -4.125  0.4943
99 H 0.624 -3.847 4.103  0.2979
100 H -2.686 -4.860 4.656  0.4629
101 H 8.222 0.091 -1.415  0.4088
102 H 0.570 2.627 2.771  0.2453
103 H 3.185 -1.742 -2.256  0.6544
104 H 2.450 1.284 3.691  0.4361
105 H 4.478 1.854 0.471  0.3633
106 H -2.382 2.935 0.725  0.2900
107 H 3.395 2.958 1.360  0.5929
108 H 4.006 1.640 -4.584  0.4035
109 H -6.370 -6.663 -4.056  0.3139